The following is a DFT calculation (ωB97M-V/def2-TZVPD) of a 2-piece molecular cluster, C4H12S2 overall at a distorted geometry.

Structure (XYZ):
```
18
Properties=species:S:1:pos:R:3
C 0.754 2.198 -2.419
C 1.066 2.423 -0.951
S -0.503 2.794 0.004
H 0.300 3.076 -2.867
H 0.152 1.300 -2.556
H 1.675 1.926 -2.953
H 1.288 1.470 -0.479
H 1.794 3.199 -0.760
H -0.861 4.043 -0.298
C -0.576 -1.351 2.062
C -0.986 -2.346 1.007
S 0.418 -3.379 0.354
H 0.232 -0.689 1.747
H -0.318 -1.719 3.051
H -1.442 -0.695 2.197
H -1.756 -2.987 1.430
H -1.373 -1.866 0.115
H -0.023 -3.466 -0.912
```

Values from the calculation:
Energy in a.u.: -955.94527
Relative energy (zero: lowest compared OMol25 entry of this formula, charge and spin) in kcal/mol: 12.0
M in g/mol: 124.27
Spin multiplicity: 1
Frontier orbital gap in Eh: 0.35942
SMILES string: CCS.CCS

The following is a DFT calculation (ωB97M-V/def2-TZVPD) of a 2-piece molecular cluster, C4H12S2 overall at a distorted geometry.

Structure (XYZ):
```
18
Properties=species:S:1:pos:R:3
C -1.830 -1.146 -1.000
S -1.104 -2.774 -0.540
C 0.471 -2.744 -1.372
H -2.385 -1.399 -1.897
H -1.113 -0.340 -1.134
H -2.483 -0.865 -0.183
H 0.916 -3.727 -1.515
H 0.276 -2.320 -2.363
H 1.249 -2.133 -0.913
C 2.097 3.127 0.736
S 1.021 1.687 0.904
C -0.656 2.355 1.028
H 2.699 3.126 -0.173
H 2.725 3.254 1.604
H 1.456 3.994 0.570
H -0.758 3.371 1.428
H -1.307 2.337 0.157
H -1.139 1.839 1.866
```

Values from the calculation:
Energy in a.u.: -955.93325
Relative energy (zero: lowest compared OMol25 entry of this formula, charge and spin) in kcal/mol: 19.6
M in g/mol: 124.27
Spin multiplicity: 1
Frontier orbital gap in Eh: 0.34028
SMILES string: CSC.CSC

The following is a DFT calculation (ωB97M-V/def2-TZVPD) of a 2-piece molecular cluster, C4H13BN2 overall at a distorted geometry.

Structure (XYZ):
```
20
Properties=species:S:1:pos:R:3
B -0.095 -0.444 0.039
C -0.910 -1.775 -0.218
C -0.992 1.013 -2.891
C 1.335 -1.087 1.972
C 0.745 1.301 1.613
N -0.794 1.440 -1.560
N 0.837 -0.083 0.992
H -0.384 -2.592 -0.670
H -1.731 -1.536 -0.810
H -1.043 -1.988 0.870
H -1.517 1.816 -3.420
H -0.091 0.901 -3.451
H -1.699 0.178 -2.885
H 1.796 -1.897 1.406
H 2.009 -0.521 2.596
H 0.434 -1.469 2.469
H 0.438 2.010 0.904
H -0.103 1.217 2.284
H 1.690 1.667 2.133
H 0.076 1.848 -1.374
```

Values from the calculation:
Energy in a.u.: -294.43779
Relative energy (zero: lowest compared OMol25 entry of this formula, charge and spin) in kcal/mol: 92.0
M in g/mol: 99.97
Spin multiplicity: 1
Frontier orbital gap (alpha / beta) in Eh: 0.27612 / 0.27596

The following is a DFT calculation (ωB97M-V/def2-TZVPD) of C4H13KO6PSSi2 as an isolated structure at a distorted geometry.

Structure (XYZ):
```
28
Properties=species:S:1:pos:R:3
O -2.515 3.698 -0.005
C -1.409 3.371 -0.109
O -0.832 3.115 -1.332
C 0.425 2.450 -1.243
C 0.405 1.049 -1.948
Si -0.730 -0.229 -1.095
O 0.083 -1.372 -0.135
Si 1.066 -0.703 1.053
C 1.459 -2.117 2.282
S 0.017 -2.210 3.377
O 0.250 -1.258 4.435
O -1.176 -1.851 2.640
P -1.878 -1.433 -2.609
O -1.064 -2.679 -2.845
H -0.799 3.263 0.820
H 0.824 2.397 -0.202
H 1.152 3.093 -1.790
H 1.467 0.695 -1.964
H 0.091 1.239 -2.996
H -1.751 0.513 -0.323
H 0.462 0.436 1.747
H 2.331 -0.260 0.467
H 2.417 -1.981 2.816
H 1.504 -3.091 1.740
H -0.153 -3.491 3.863
H -2.116 -0.692 -3.801
H -3.082 -1.851 -1.967
K 3.553 -0.102 -0.876
```

Values from the calculation:
Energy in a.u.: -2529.87682
Relative energy (zero: lowest compared OMol25 entry of this formula, charge and spin) in kcal/mol: 25.9
M in g/mol: 315.45
Spin multiplicity: 1
Total charge: +1
Frontier orbital gap in Eh: 0.28961

The following is a DFT calculation (ωB97M-V/def2-TZVPD) of an isolated ion of composition C4H13N2 and charge +1 at a distorted geometry.

Structure (XYZ):
```
19
Properties=species:S:1:pos:R:3
C -0.722 -1.936 1.268
N 0.380 -0.980 1.330
C 0.108 0.376 0.937
C -0.129 0.469 -0.582
C 0.893 -0.210 -1.460
N -0.236 1.968 -0.937
H -1.309 -2.001 2.180
H -0.344 -2.930 1.034
H -1.375 -1.640 0.447
H 0.925 -0.972 2.177
H -0.766 0.808 1.437
H 1.025 0.935 1.133
H -1.132 0.117 -0.786
H 0.863 -1.272 -1.262
H 0.693 0.030 -2.504
H 1.879 0.224 -1.288
H 0.015 2.586 -0.164
H -1.170 2.226 -1.258
H 0.402 2.202 -1.703
```

Values from the calculation:
Energy in a.u.: -269.45244
Relative energy (zero: lowest compared OMol25 entry of this formula, charge and spin) in kcal/mol: 30.3
M in g/mol: 89.16
Spin multiplicity: 1
Total charge: +1
Frontier orbital gap in Eh: 0.33065
SMILES string: CNC[C@H](C)[NH3+]

The following is a DFT calculation (ωB97M-V/def2-TZVPD) of a 2-piece molecular cluster, C4H13N2 overall at a distorted geometry.

Structure (XYZ):
```
19
Properties=species:S:1:pos:R:3
C -2.038 -1.582 0.350
N -2.039 -0.919 -0.914
C -0.564 -1.395 1.038
N -0.351 -0.086 0.971
C 1.741 2.108 -0.145
C 2.143 0.951 -1.054
H -2.729 -1.156 1.089
H -2.209 -2.651 0.227
H -2.939 -0.931 -1.381
H -1.661 0.016 -0.854
H -0.548 -1.859 2.028
H 0.110 -1.936 0.354
H 1.061 1.753 0.630
H -0.528 0.350 1.901
H 2.611 2.553 0.322
H 1.198 2.875 -0.706
H 1.280 0.339 -1.323
H 2.618 1.286 -1.982
H 2.843 0.282 -0.549
```

Values from the calculation:
Energy in a.u.: -269.28304
Relative energy (zero: lowest compared OMol25 entry of this formula, charge and spin) in kcal/mol: 136.6
M in g/mol: 89.16
Spin multiplicity: 1
Total charge: +1
Frontier orbital gap in Eh: 0.22979

The following is a DFT calculation (ωB97M-V/def2-TZVPD) of an isolated ion of composition C4H13N2 and charge +1 at a distorted geometry.

Structure (XYZ):
```
19
Properties=species:S:1:pos:R:3
C -0.231 1.635 -0.909
N -0.204 0.682 0.195
C -0.786 1.208 1.406
C 0.997 -0.083 0.321
C 0.885 -1.511 -0.337
N -0.536 -1.813 -0.569
H 0.055 2.656 -0.626
H -1.224 1.756 -1.333
H 0.449 1.298 -1.695
H -0.127 1.850 1.989
H -1.210 0.462 2.083
H -1.678 1.806 1.190
H 1.875 0.420 -0.092
H 1.234 -0.256 1.326
H 1.422 -1.513 -1.278
H 1.358 -2.256 0.272
H -0.982 -2.362 0.164
H -0.706 -2.304 -1.447
H -0.996 -0.867 -0.569
```

Values from the calculation:
Energy in a.u.: -269.44902
Relative energy (zero: lowest compared OMol25 entry of this formula, charge and spin) in kcal/mol: 32.4
M in g/mol: 89.16
Spin multiplicity: 1
Total charge: +1
Frontier orbital gap in Eh: 0.35866
SMILES string: CN(C)CC[NH3+]

The following is a DFT calculation (ωB97M-V/def2-TZVPD) of a 2-piece molecular cluster, C4H13N2O overall at a distorted geometry.

Structure (XYZ):
```
20
Properties=species:S:1:pos:R:3
C 0.618 -1.490 -0.883
C 0.136 -1.336 0.545
C 0.850 -0.138 1.231
C 0.828 2.234 1.372
N 0.603 1.129 0.587
N 0.427 -0.219 -1.607
H 1.646 -1.655 -0.932
H 0.132 -2.309 -1.420
H 0.240 -2.199 1.205
H -0.906 -1.043 0.568
H 1.955 -0.305 1.311
H 0.475 -0.154 2.261
H 1.216 2.252 2.398
H 0.878 3.208 0.986
H -0.464 -0.151 -2.115
H 1.142 -0.202 -2.308
H 0.528 0.698 -0.835
H -2.613 0.329 0.021
H -3.683 -0.235 -0.790
O -2.771 -0.002 -0.870
```

Values from the calculation:
Energy in a.u.: -344.82185
Relative energy (zero: lowest compared OMol25 entry of this formula, charge and spin) in kcal/mol: 37.1
M in g/mol: 105.16
Spin multiplicity: 2
Frontier orbital gap (alpha / beta) in Eh: 0.17218 / 0.31610

The following is a DFT calculation (ωB97M-V/def2-TZVPD) of an isolated molecule of C4H13N2O at a distorted geometry.

Structure (XYZ):
```
20
Properties=species:S:1:pos:R:3
N 0.126 -0.299 1.430
C -0.378 0.239 0.166
C -0.041 -0.839 -0.926
C -1.093 -1.902 -1.006
O 1.263 -1.294 -0.747
C 0.505 1.598 -0.210
N 0.543 2.423 1.139
H -0.085 0.549 2.050
H -0.229 -1.152 1.735
H 1.093 -0.615 1.393
H -1.516 0.565 0.163
H -0.096 -0.204 -1.937
H -1.493 -2.300 -0.040
H -2.036 -1.606 -1.503
H -0.719 -2.605 -1.796
H 1.293 -2.040 -1.331
H -0.071 2.361 -0.855
H 1.519 1.242 -0.322
H -0.038 3.195 1.070
H 1.452 2.684 1.527
```

Values from the calculation:
Energy in a.u.: -344.75811
Relative energy (zero: lowest compared OMol25 entry of this formula, charge and spin) in kcal/mol: 77.1
M in g/mol: 105.16
Spin multiplicity: 2
Frontier orbital gap (alpha / beta) in Eh: 0.13847 / 0.38398

The following is a DFT calculation (ωB97M-V/def2-TZVPD) of a 2-piece molecular cluster, C4H13N2O overall at a distorted geometry.

Structure (XYZ):
```
20
Properties=species:S:1:pos:R:3
C 2.207 1.161 1.502
C 1.374 1.425 0.240
C 0.346 0.428 -0.002
C -0.931 0.942 -0.287
N -2.130 0.075 -0.744
N 0.707 -0.842 0.136
H 3.050 0.435 1.443
H 2.679 2.136 1.812
H 1.652 0.668 2.241
H 1.067 2.530 0.367
H 2.007 1.452 -0.702
H -1.072 1.854 -0.850
H -2.445 0.631 -1.569
H -2.940 0.153 -0.128
H -1.859 -0.968 -0.754
H 1.693 -1.054 0.051
H -0.013 -1.431 0.376
H -2.213 -3.552 -0.546
H -1.686 -3.041 -1.760
O -1.494 -3.002 -0.828
```

Values from the calculation:
Energy in a.u.: -344.74117
Relative energy (zero: lowest compared OMol25 entry of this formula, charge and spin) in kcal/mol: 87.7
M in g/mol: 105.16
Spin multiplicity: 2
Frontier orbital gap (alpha / beta) in Eh: 0.08667 / 0.23873

The following is a DFT calculation (ωB97M-V/def2-TZVPD) of an isolated ion of composition C4H13N2O and charge +1 at a distorted geometry.

Structure (XYZ):
```
20
Properties=species:S:1:pos:R:3
C 1.544 -1.111 -1.901
N 0.876 -1.399 -0.663
C 0.811 -0.533 0.487
C -0.306 0.493 0.245
N -0.091 1.797 0.997
C -1.645 -0.042 0.731
O -2.629 0.965 0.677
H 0.980 -1.444 -2.776
H 1.651 -0.032 -2.044
H 2.552 -1.533 -1.976
H 0.855 -2.367 -0.403
H 0.735 -1.204 1.338
H 1.780 -0.024 0.603
H -0.262 0.715 -0.818
H 0.414 2.498 0.448
H -1.021 2.135 1.265
H 0.468 1.663 1.837
H -1.889 -0.926 0.140
H -1.499 -0.401 1.759
H -3.322 0.751 0.052
```

Values from the calculation:
Energy in a.u.: -344.68887
Relative energy (zero: lowest compared OMol25 entry of this formula, charge and spin) in kcal/mol: 48.9
M in g/mol: 105.16
Spin multiplicity: 1
Total charge: +1
Frontier orbital gap in Eh: 0.33174
SMILES string: CNC[C@H]([NH3+])CO

The following is a DFT calculation (ωB97M-V/def2-TZVPD) of C4H13N2O as an isolated structure at a distorted geometry.

Structure (XYZ):
```
20
Properties=species:S:1:pos:R:3
C 0.245 -1.932 0.035
C 0.079 -0.772 0.976
C -0.020 0.509 0.191
C -1.221 1.367 0.242
N -2.617 1.034 0.057
N 1.413 -1.720 -0.727
H 0.146 -2.924 0.549
H -0.633 -1.877 -0.638
H 0.999 -0.737 1.544
H -0.842 -0.870 1.625
H -1.324 -0.608 -1.694
H -1.217 2.340 0.518
H -2.717 0.306 -0.762
H -3.302 1.722 0.083
H 1.763 -2.499 -1.131
H 1.260 -0.990 -1.455
H -0.746 0.675 -0.827
H 1.008 0.903 0.151
H 2.106 2.416 0.021
O 2.178 1.489 -0.245
```

Values from the calculation:
Energy in a.u.: -344.28051
Relative energy (zero: lowest compared OMol25 entry of this formula, charge and spin) in kcal/mol: 305.2
M in g/mol: 105.16
Spin multiplicity: 1
Total charge: +1
Frontier orbital gap in Eh: 0.16919

The following is a DFT calculation (ωB97M-V/def2-TZVPD) of a 2-piece molecular cluster, C4H13N2O overall at a distorted geometry.

Structure (XYZ):
```
20
Properties=species:S:1:pos:R:3
C 2.700 -1.310 -1.100
C 2.123 -0.312 -0.154
O 0.919 -0.048 -0.215
N 2.949 0.369 0.643
H 3.481 -0.872 -1.728
H 1.959 -1.677 -1.800
H 2.707 1.223 1.102
H 3.853 -0.007 0.877
H 3.206 -2.164 -0.646
C -2.695 0.692 0.351
C -2.329 -0.774 0.581
N -1.497 1.434 -0.232
H -3.667 0.841 -0.114
H -2.877 1.178 1.306
H -1.628 -1.164 -0.093
H -3.238 -1.387 0.539
H -1.748 1.727 -1.172
H -0.613 0.915 -0.141
H -1.416 2.269 0.343
H -2.188 -0.931 1.652
```

Values from the calculation:
Energy in a.u.: -344.73518
Relative energy (zero: lowest compared OMol25 entry of this formula, charge and spin) in kcal/mol: 19.9
M in g/mol: 105.16
Spin multiplicity: 1
Total charge: +1
Frontier orbital gap in Eh: 0.39668